Below is C32H23Cl5N3O2PRu as an isolated structure in a non-equilibrium geometry, with properties calculated with ωB97M-V with the def2-TZVPD basis set.

Each line ends with the Mulliken charge.
CARTESIAN COORDINATES (ANGSTROEM)
Ru (0.367540, 0.123729, -0.234295)  -0.82
Cl (-2.168637, -3.292619, 5.717338)  -0.17
C (-1.746631, -2.215851, 4.448237)  0.41
C (-0.845062, -2.605854, 3.465125)  -0.18
Cl (-0.112764, -4.159092, 3.503925)  -0.18
C (-0.534402, -1.722014, 2.443752)  0.99
Cl (0.571646, -2.142864, 1.184923)  -0.18
C (-1.074428, -0.451423, 2.336910)  -0.70
O (-0.792741, 0.389651, 1.368050)  -0.12
C (-1.946159, -0.061473, 3.363567)  0.19
Cl (-2.561952, 1.551861, 3.299722)  -0.17
C (-2.294356, -0.930514, 4.388585)  0.05
Cl (-3.405794, -0.422226, 5.592170)  -0.17
C (-2.741402, 5.999568, -2.074531)  -0.52
C (-1.392599, 5.844594, -2.374273)  -0.84
C (-0.771440, 4.620083, -2.190209)  0.11
C (-1.511831, 3.538371, -1.713368)  0.21
C (-2.859299, 3.700120, -1.397770)  -0.48
C (-3.473778, 4.931013, -1.582507)  -0.76
P (-0.759087, 1.898712, -1.493867)  1.54
C (0.954884, 2.475951, -1.129350)  0.69
C (2.050955, 2.198029, -1.942740)  -0.24
C (3.283577, 2.787987, -1.679456)  -0.89
C (3.419920, 3.665154, -0.616454)  -0.72
C (2.330729, 3.938882, 0.212614)  -0.86
C (1.112547, 3.339990, -0.033472)  -0.47
C (-0.654379, 1.193766, -3.137437)  0.66
C (-0.923030, 1.874652, -4.297376)  -0.59
C (-0.836550, 1.213394, -5.539350)  -1.03
C (-0.538057, -0.119409, -5.582150)  -0.82
C (-0.297087, -0.852879, -4.394393)  0.64
C (-0.044495, -2.243676, -4.413536)  -0.75
C (0.182521, -2.917679, -3.250533)  -1.08
C (0.184625, -2.235234, -2.013320)  0.04
C (-0.046455, -0.880459, -1.942794)  0.18
C (-0.321392, -0.176251, -3.152545)  0.13
H (-3.220003, 6.958129, -2.226137)  0.41
H (-0.820214, 6.682691, -2.749368)  0.43
H (0.276699, 4.507456, -2.433932)  0.52
H (-3.428511, 2.863077, -1.011387)  0.47
H (-4.519886, 5.054574, -1.336851)  0.43
H (1.936951, 1.540150, -2.796073)  0.53
H (4.127786, 2.576046, -2.322553)  0.44
H (4.370896, 4.152321, -0.437964)  0.46
H (2.434768, 4.635775, 1.035370)  0.55
H (0.257772, 3.563851, 0.596217)  0.58
H (-1.204459, 2.919564, -4.270430)  0.43
H (-1.026760, 1.762728, -6.451389)  0.43
H (-0.490192, -0.638586, -6.531908)  0.42
H (-0.051578, -2.765302, -5.362879)  0.41
H (0.371671, -3.982925, -3.265810)  0.43
H (0.373497, -2.815074, -1.124989)  0.30
C (4.441211, 2.238172, 3.483552)  -1.03
N (3.654995, 1.549056, 2.480592)  0.06
C (4.237589, 0.796098, 1.374563)  -0.56
C (2.981126, 0.324693, 0.670869)  0.10
O (2.859753, -0.335852, -0.353680)  -0.56
N (1.899212, 0.773379, 1.337478)  0.61
C (2.322436, 1.505812, 2.371004)  0.25
N (1.455531, 2.109095, 3.176204)  -0.24
H (5.302325, 1.626516, 3.745965)  0.33
H (3.856980, 2.388898, 4.389316)  0.36
H (4.793020, 3.205247, 3.120664)  0.32
H (4.851447, -0.038114, 1.718277)  0.44
H (4.837316, 1.428411, 0.717868)  0.35
H (0.472778, 1.940778, 3.004963)  0.04
H (1.734727, 2.623484, 3.991294)  0.19

Atoms 1-6, force components in eV/Å:
-0.4 0.1 1.3
0.0 0.0 0.0
0.0 0.0 0.0
0.0 -0.1 0.0
0.0 0.1 0.0
0.1 -0.1 -0.1

Summary:
HOMO energy (spin up / spin down)   -10.47 / -10.39 eV
Frontier orbital gap (spin up / spin down)   6.54 / 6.63 eV
Energy   -116600.2005 eV
Multiplicity   2
Net charge   +1